[1]
# C9H20CdNO8P2SSbSe4

A molecular structure, C9H20CdNO8P2SSbSe4 (ωB97M-V/def2-TZVPD, the OMol25 dataset).

Output
total charge: -2
frontier orbital gap: 6.26 eV
highest occupied orbital energy: -1.935 eV

CARTESIAN COORDINATES (ANGSTROEM)
H1 -5.448 -1.277 0.654
Sb1 -1.829 -2.885 1.059
Se1 -3.443 -4.291 -0.095
H2 -6.468 -0.394 -0.510
C1 2.382 2.583 -1.198
Cd1 -1.015 0.659 0.498
O1 3.613 3.272 -0.842
Se2 -0.787 -1.462 -0.874
C2 -4.380 -0.633 -1.093
N1 -3.426 1.568 -0.072
H3 1.549 2.465 1.547
O2 0.921 4.813 -0.763
C3 -0.360 -0.952 4.534
S1 0.295 -0.532 2.885
H4 1.312 -0.695 -1.349
C4 -5.653 -1.113 -0.403
H5 -3.600 -1.396 -0.986
C5 1.977 -0.380 3.529
H6 0.427 -0.628 6.531
Se3 -0.116 -3.980 2.402
O3 -0.156 0.907 2.611
C6 1.846 0.020 4.989
P1 2.614 0.851 -0.608
H7 2.113 3.718 -2.982
O4 4.200 0.685 -0.727
H8 2.407 -1.379 3.424
H9 1.503 1.056 5.052
C7 2.208 2.669 -2.703
O5 1.532 3.386 1.216
H10 4.568 1.586 -0.659
H11 -0.860 -1.912 4.438
C8 0.785 -0.929 5.544
H12 3.066 2.229 -3.216
H13 2.499 0.308 2.872
C9 -3.867 0.606 -0.526
H14 1.210 -1.933 5.634
H15 -5.946 -2.065 -0.844
H16 1.308 2.133 -3.005
H17 -4.512 -0.483 -2.167
O6 2.059 0.647 0.747
H18 3.409 3.827 -0.076
O7 -0.217 2.493 -0.446
H19 2.796 -0.057 5.524
H20 -1.110 -0.181 4.706
P2 0.971 3.406 -0.310
Se4 -2.929 -1.028 2.241
O8 2.091 -0.174 -1.682


[2]
# C9H20FN4O

A gas-phase ion, C9H20FN4O (charge +1) (ωB97M-V/def2-TZVPD, the OMol25 dataset).

Output
SMILES: CC[C@@H](F)NC1=[NH+][C@H](C[C@H](O)CN)CN1
total charge: +1
frontier orbital gap: 8.43 eV
highest occupied orbital energy: -12.102 eV

CARTESIAN COORDINATES (ANGSTROEM)
H1 -1.476 0.670 -2.865
H2 -3.184 0.029 0.420
C1 2.878 -0.429 1.225
H3 0.686 2.010 -1.405
H4 1.046 1.820 1.458
H5 -5.195 -0.853 0.465
C2 -3.393 -0.602 -0.445
H6 3.517 -2.423 0.890
H7 -4.644 -2.183 -0.213
H8 2.701 -0.347 -0.947
H9 2.068 -0.847 1.824
H10 5.461 -0.600 2.385
N1 2.286 -0.065 -0.068
H11 -4.656 1.306 -2.559
C3 3.981 -1.448 1.041
H12 -0.772 2.589 0.243
H13 -2.641 -1.393 -0.476
C4 -0.794 1.513 0.444
H14 5.581 -2.352 2.174
N2 0.522 1.086 0.988
N3 -4.736 -1.188 -0.370
H15 -1.631 1.343 1.111
C5 -1.887 0.961 -1.899
C6 1.219 0.661 -0.132
C7 -3.253 0.240 -1.708
O1 -4.288 1.205 -1.684
C8 -0.811 0.716 -0.877
H16 4.303 -1.673 3.164
H17 -3.384 -0.432 -2.558
C9 4.892 -1.517 2.260
N4 0.598 0.993 -1.352
F1 3.299 0.726 1.825
H18 -2.101 2.028 -1.969
H19 4.549 -1.227 0.134
H20 -0.742 -0.318 -0.522


[3]
# C9H20O4S

A single C9H20O4S molecule (ωB97M-V/def2-TZVPD, the OMol25 dataset).

Output
SMILES: CCCCCCCCCOS(=O)(=O)O
total charge: 0
frontier orbital gap: 11.27 eV
highest occupied orbital energy: -10.763 eV

CARTESIAN COORDINATES (ANGSTROEM)
C1 2.882 0.426 0.667
H1 -1.001 -1.739 1.411
O1 -2.266 -1.321 -0.208
C2 0.757 2.749 0.297
C3 1.391 -2.343 0.070
C4 3.541 -0.929 0.363
H2 -4.315 0.589 -0.788
H3 2.017 0.831 -1.300
H4 3.347 -2.775 -0.685
H5 0.426 3.760 0.485
H6 2.562 -1.442 -1.511
H7 3.510 0.940 1.405
C5 2.177 2.710 -0.234
O2 -1.999 0.945 -1.192
H8 0.653 2.170 1.228
H9 0.089 2.299 -0.416
O3 -4.011 0.328 0.077
H10 4.512 -0.740 -0.112
H11 0.393 -0.429 -0.215
C6 -1.061 -1.940 0.333
H12 3.646 1.416 -1.076
H13 2.865 3.187 0.493
C7 2.702 1.313 -0.566
C8 2.740 -1.893 -0.525
S1 -2.413 0.253 0.007
H14 1.918 0.208 1.175
O4 -1.893 0.619 1.298
H15 1.480 -2.308 1.170
H16 3.752 -1.430 1.327
H17 0.021 -1.594 -1.453
C9 0.195 -1.509 -0.384
H18 -1.273 -3.008 0.204
H19 1.173 -3.399 -0.198
H20 2.241 3.338 -1.180


[4]
# C9H21B3F6N5O9S2

A molecular structure, C9H21B3F6N5O9S2 (ωB97M-V/def2-TZVPD, the OMol25 dataset).

Output
total charge: -1
frontier orbital gap: 8.17 eV
highest occupied orbital energy: -6.515 eV

CARTESIAN COORDINATES (ANGSTROEM)
F1 2.000 -3.048 9.302
N1 -2.673 0.058 -0.294
O1 -1.754 -1.884 -3.355
N2 2.676 1.847 -5.427
F2 0.235 -3.468 8.106
O2 2.448 -0.418 7.966
O3 0.444 -1.053 -2.808
H1 0.092 1.543 -3.225
C1 -2.345 -1.101 -1.088
F3 0.248 -1.774 9.466
H2 0.618 -1.014 -0.022
H3 -0.347 -1.094 2.111
O4 0.151 -2.708 -4.467
O5 0.721 -0.499 4.217
C2 1.390 2.137 -4.808
H4 -3.420 0.586 -0.727
H5 1.028 0.631 -0.462
B1 1.114 -0.263 -3.740
H6 -1.430 -1.577 -0.765
O6 1.698 -0.930 -4.807
F4 -1.859 1.005 4.307
O7 2.424 -2.321 6.434
C3 0.765 -0.013 0.371
H7 -1.919 0.151 -2.826
C4 1.000 -2.485 8.609
H8 -3.379 -0.793 -2.895
B2 0.875 -1.915 -5.320
C5 1.101 1.298 -3.550
H9 -1.004 1.229 -0.944
H10 0.844 3.644 -3.546
H11 1.211 4.180 -5.068
S1 0.282 0.056 5.472
H12 -0.286 1.280 1.651
H13 -1.991 1.883 0.352
B3 -0.425 -1.875 -3.503
H14 -0.178 1.158 -5.750
F5 -2.099 -1.015 5.077
N3 0.288 -0.941 6.701
N4 1.475 3.538 -4.331
O8 -1.105 -0.584 1.785
C6 -0.550 0.448 0.996
H15 2.543 1.102 -6.099
H16 0.713 -2.060 -6.488
N5 0.337 2.030 -5.809
C7 -1.545 0.184 5.315
C8 -2.340 -0.823 -2.587
S2 1.686 -1.420 7.276
H17 3.325 1.550 -4.709
H18 -0.344 2.764 -5.677
C9 -1.564 0.967 -0.038
H19 -3.133 -1.833 -0.932
H20 1.774 1.574 -2.743
O9 0.717 1.396 5.751
F6 -2.092 0.676 6.441
H21 1.560 -0.007 1.105


[5]
# C9H21BIN3O3

2 unconnected molecules or ions with the total composition C9H21BIN3O3 (ωB97M-V/def2-TZVPD, the OMol25 dataset).

Output
total charge: 0
frontier orbital gap: 5.36 eV
highest occupied orbital energy: -6.025 eV

CARTESIAN COORDINATES (ANGSTROEM)
H1 4.572 -1.497 -0.320
H2 4.148 -1.067 1.352
H3 -0.548 2.505 -1.460
H4 -1.546 -2.285 0.826
H5 -1.006 0.795 0.612
N1 -1.993 -1.952 -0.022
C1 2.507 -1.957 0.228
H6 -0.668 -0.502 -2.583
B1 1.412 -1.285 -0.675
H7 1.136 2.640 -1.849
N2 -1.219 -1.105 -1.994
C2 -1.007 -1.284 -0.719
I1 -4.103 -2.980 2.536
H8 2.738 -2.902 -0.265
C3 0.828 1.600 -0.035
H9 -1.932 -1.661 -2.441
H10 3.572 -0.084 -0.001
H11 0.392 1.105 -2.142
N3 0.117 -0.898 -0.045
H12 2.084 -2.157 1.208
H13 0.083 3.653 0.246
C4 0.039 0.474 0.602
O1 -2.730 2.314 0.784
O2 -3.231 -0.112 2.463
H14 1.409 3.207 1.347
C5 0.514 2.858 0.839
H15 -2.538 1.629 1.426
C6 3.802 -1.095 0.327
H16 1.910 1.492 0.033
H17 -3.966 -1.133 -0.227
C7 -3.392 -1.063 1.803
H18 2.219 -0.273 -2.120
H19 0.312 0.404 1.652
C8 0.385 1.953 -1.459
O3 1.690 -1.072 -2.015
C9 -3.052 -0.954 0.334
H20 -2.726 0.070 0.141
H21 -0.212 2.617 1.614


[6]
# C9H21I2IrO2P2

A molecular structure, C9H21I2IrO2P2 (ωB97M-V/def2-TZVPD, the OMol25 dataset).

Output
⟨S²⟩: 8.791
2S+1: 6
total charge: +3
frontier orbital gap (spin up / spin down): 7.51 / 5.39 eV
highest occupied orbital energy (spin up / spin down): -17.461 / -19.473 eV

CARTESIAN COORDINATES (ANGSTROEM)
H1 0.730 4.170 -1.380
H2 -1.309 2.681 -3.647
H3 0.950 0.920 3.748
H4 0.608 -1.604 2.394
P1 -0.064 1.878 -1.730
H5 -0.919 -2.078 1.621
H6 1.603 -5.780 -2.921
C1 0.637 0.575 -2.792
H7 -3.304 -0.193 1.972
C2 -0.142 1.001 3.838
H8 1.191 3.546 -2.996
O1 3.255 -4.047 -0.908
C3 -2.727 0.290 2.769
Ir1 -0.375 1.386 0.470
H9 -2.004 3.312 -2.112
C4 1.981 -5.856 -1.898
H10 0.711 0.949 -3.825
C5 -0.483 -1.508 2.453
I1 -2.389 3.051 0.696
P2 -0.941 0.252 2.360
H11 -2.324 1.631 -2.608
C6 -1.575 2.432 -2.610
H12 2.932 -6.402 -1.914
C7 2.200 -4.485 -1.307
I2 0.493 -3.124 -1.134
H13 -0.408 2.064 3.922
H14 0.019 -0.333 -2.771
C8 1.001 2.382 1.160
H15 -0.833 -1.925 3.410
H16 -3.073 1.328 2.869
H17 1.262 -6.424 -1.302
H18 1.638 0.311 -2.430
O2 1.838 3.068 1.611
H19 2.083 3.016 -1.535
H20 -0.470 0.474 4.746
C9 1.095 3.291 -1.931
H21 -2.886 -0.249 3.714


Listing M for the structures above in their given order: 914.3 219.3 224.3 553.9 357.0 669.2 Da.
Listing E_tot for the structures above in their given order: -12106.67830 -748.80622 -1054.06491 -2776.98141 -1067.96685 -1887.25608 hartree.
Listing F_max for the structures above in their given order: 0.460 1.141 1.394 1.577 1.626 8.234 eV/A.